Model 1:
A 21-piece molecular cluster, H43O21 overall, computed with ωB97M-V/def2-TZVPD.

## Properties
Charge   +1
Spin multiplicity   1
LUMO level   -2.538 eV

Each atom is followed by the atoms it is bonded to, with distances in Å.
Atoms and positions in Å:
1 O 4.337 -0.434 2.481  H2 0.927, H3 0.949
2 H 4.926 0.075 2.984  O1 0.927
3 H 4.848 -0.636 1.708  O1 0.949
4 O -1.358 1.540 -1.579  H5 0.987, H6 0.991
5 H -1.458 1.157 -2.483  O4 0.987
6 H -0.374 1.633 -1.640  O4 0.991
7 O -3.615 -2.255 1.722  H8 0.920, H9 0.909
8 H -3.270 -2.943 2.226  O7 0.920
9 H -4.241 -1.941 1.143  O7 0.909
10 O -2.865 0.376 0.272  H17 0.994, H47 0.946
11 H 4.291 -2.058 -0.572  O16 0.979
12 H -3.211 1.859 -3.203  O54 0.979
13 O -1.070 -1.224 -4.082  H14 1.049, H15 0.947
14 H -2.037 -1.592 -3.911  O13 1.049
15 H -0.614 -1.659 -3.375  O13 0.947
16 O 4.728 -1.550 0.142  H11 0.979, H18 0.919
17 H -2.247 1.081 -0.061  O10 0.994
18 H 4.167 -1.673 0.860  O16 0.919
19 O 3.685 -2.539 -2.019  H20 0.891, H21 1.017
20 H 4.172 -3.015 -2.594  O19 0.891
21 H 2.696 -2.732 -2.156  O19 1.017
22 O 1.129 1.358 0.890  H23 0.960, H24 1.015
23 H 0.722 0.672 0.358  O22 0.960
24 H 1.857 0.944 1.465  O22 1.015
25 O 0.876 -0.778 -0.517  H26 0.947, H27 0.961
26 H 1.693 -0.873 -0.987  O25 0.947
27 H 0.099 -0.528 -1.025  O25 0.961
28 O -1.619 -0.677 2.747  H29 0.993, H30 1.000
29 H -0.806 -0.872 2.211  O28 0.993
30 H -2.261 -1.170 2.160  O28 1.000
31 O 2.721 0.489 -2.182  H32 1.013, H33 0.973
32 H 3.577 0.850 -2.587  O31 1.013
33 H 3.179 0.056 -1.440  O31 0.973
34 O 0.624 -4.450 -1.579  H35 1.007, H36 0.994
35 H -0.116 -4.458 -2.262  O34 1.007
36 H 1.423 -4.730 -2.100  O34 0.994
37 O -1.209 4.237 2.863  H38 1.043, H39 1.141, H42 0.968
38 H -0.296 4.488 2.425  O37 1.043
39 H -1.271 3.100 2.926  O37 1.141
40 O -2.420 3.678 0.635  H41 0.944, H45 0.908
41 H -3.139 3.099 0.438  O40 0.944
42 H -1.859 4.308 2.149  O37 0.968
43 O -4.293 2.257 -1.164  H44 0.989, H55 0.975
44 H -3.743 1.576 -1.624  O43 0.989
45 H -2.086 4.091 -0.101  O40 0.908
46 O 0.981 -2.089 1.931  H63 0.943, H64 1.084
47 H -2.880 0.194 1.200  O10 0.946
48 O -0.419 -4.157 2.918  H49 0.979, H50 0.909
49 H -0.855 -3.443 3.427  O48 0.979
50 H 0.292 -3.719 2.561  O48 0.909
51 O 0.842 4.808 1.254  H52 0.978, H53 0.960
52 H 1.755 5.150 1.339  O51 0.978
53 H 0.765 4.237 0.486  O51 0.960
54 O -2.895 1.089 -3.719  H12 0.979, H56 0.942
55 H -4.684 1.826 -0.382  O43 0.975
56 H -3.107 1.261 -4.621  O54 0.942
57 O 1.878 -1.521 -3.563  H58 0.939, H59 0.955
58 H 2.603 -0.980 -3.815  O57 0.939
59 H 1.328 -1.403 -4.335  O57 0.955
60 O -0.326 1.935 3.038  H61 0.943, H62 0.992
61 H 0.604 1.859 2.903  O60 0.943
62 H -0.897 1.124 3.062  O60 0.992
63 H 0.763 -2.603 1.171  O46 0.943
64 H 1.888 -2.344 2.467  O46 1.084

Atom charges from the Mulliken analysis, given in e for atoms 1 to 2: number 1, O, carries -0.58; number 2, H, carries 0.28

---

Model 2:
A 21-piece molecular cluster, H43O21 overall, computed with ωB97M-V/def2-TZVPD.

## Properties
Charge   +1
Spin multiplicity   1
LUMO level   -3.156 eV

Each atom is followed by the atoms it is bonded to, with distances in Å.
Atoms and positions in Å:
1 O 2.947 0.104 -0.818  H23 0.937, H53 0.930
2 H 2.325 -4.339 -0.107  O60 0.982
3 H -2.163 3.726 -1.422  O43 0.947
4 O 1.833 4.309 0.558  H5 0.959, H45 0.966
5 H 2.690 4.523 0.186  O4 0.959
6 H 1.606 -2.269 -1.418  O22 0.941
7 O 0.063 2.530 -4.283  H8 0.965, H61 0.988
8 H -0.328 3.275 -3.812  O7 0.965
9 H 0.645 1.442 5.103  O16 0.960
10 O -2.335 -2.690 -1.153  H17 0.977, H47 1.058, H59 1.161
11 H 1.433 0.008 4.773  O16 0.939
12 H -2.706 -0.373 0.951  O54 1.020
13 O 1.225 4.815 -1.756  H15 0.974, H20 0.987
14 H -1.991 1.119 1.317  O28 1.010
15 H 0.562 4.164 -1.463  O13 0.974
16 O 0.979 0.780 4.492  H9 0.960, H11 0.939
17 H -1.935 -2.854 -0.277  O10 0.977
18 H 3.879 -2.951 2.424  O40 1.001
19 O -0.713 -1.953 3.869  H21 0.956, H55 0.968
20 H 1.153 4.708 -2.734  O13 0.987
21 H -0.201 -2.061 4.669  O19 0.956
22 O 1.753 -2.095 -2.331  H6 0.941, H42 0.962
23 H 3.604 -0.307 -0.292  O1 0.937
24 H 0.122 -2.037 -2.985  O57 0.998
25 O 1.397 -1.394 0.641  H27 1.055, H38 0.968
26 H -1.331 -4.888 1.186  O37 0.957
27 H 1.773 -1.450 1.625  O25 1.055
28 O -2.926 1.492 1.233  H14 1.010, H30 0.958
29 H 1.719 -3.243 0.739  O60 1.013
30 H -3.202 0.916 0.519  O28 0.958
31 O 0.449 0.691 1.151  H32 0.971, H33 0.961
32 H 1.007 0.868 1.926  O31 0.971
33 H 0.328 1.545 0.727  O31 0.961
34 O 3.431 0.684 1.717  H35 0.949, H36 0.957
35 H 3.821 -0.146 1.963  O34 0.949
36 H 3.891 1.447 1.369  O34 0.957
37 O -0.861 -4.738 0.366  H26 0.957, H39 0.974
38 H 0.498 -1.177 0.928  O25 0.968
39 H 0.090 -4.633 0.548  O37 0.974
40 O 3.132 -2.373 2.756  H18 1.001, H41 0.963
41 H 3.618 -1.980 3.489  O40 0.963
42 H 2.688 -2.130 -2.555  O22 0.962
43 O -2.118 3.193 -2.204  H3 0.947, H62 0.958
44 H -0.341 0.711 -0.882  O51 0.979
45 H 1.609 3.522 0.045  O4 0.966
46 O -3.394 3.832 0.360  H63 0.980, H64 1.032
47 H -2.311 -1.650 -1.348  O10 1.058
48 O -2.855 -0.586 -2.444  H49 0.941, H50 0.976
49 H -3.515 -0.920 -3.026  O48 0.941
50 H -2.387 0.234 -2.689  O48 0.976
51 O -1.127 1.124 -1.295  H44 0.979, H52 0.935
52 H -1.434 0.291 -1.590  O51 0.935
53 H 2.113 0.046 -0.410  O1 0.930
54 O -2.044 -1.120 1.163  H12 1.020, H56 0.952
55 H -0.038 -1.984 3.175  O19 0.968
56 H -1.448 -1.184 1.902  O54 0.952
57 O -0.875 -2.080 -2.967  H24 0.998, H58 0.960
58 H -1.182 -2.030 -3.876  O57 0.960
59 H -1.336 -2.705 -1.743  O10 1.161
60 O 1.639 -4.242 0.590  H2 0.982, H29 1.013
61 H -0.599 1.973 -3.807  O7 0.988
62 H -2.929 3.416 -2.661  O43 0.958
63 H -2.902 4.297 1.068  O46 0.980
64 H -3.318 2.936 0.868  O46 1.032

Atom charges from the Mulliken analysis, given in e for atoms 1 to 2: number 1, O, carries -0.66; number 2, H, carries 0.33

---

Least stable: model 2

---

Model 1:
An isolated ion of composition C5H10N and charge +1, computed with ωB97M-V/def2-TZVPD.

## Properties
Charge   +1
Spin multiplicity   1
SMILES string   C[N@H+]1[C@@H]2C[C@@]21C
LUMO level   -3.181 eV

Each atom is followed by the atoms it is bonded to, with distances in Å.
Atoms and positions in Å:
1 C 1.881 0.471 0.224  N2 1.455, H7 1.144, H8 1.082, H9 1.148
2 N 0.725 -0.373 0.484  C1 1.455, C3 1.678, C5 1.405, H10 1.126
3 C -0.675 0.027 1.319  N2 1.678, C4 1.429, C5 1.488, H11 1.026
4 C -1.272 -1.170 0.815  C3 1.429, C5 1.497, H12 1.098, H13 1.031
5 C -0.535 -0.274 -0.131  N2 1.405, C3 1.488, C4 1.497, C6 1.484
6 C -0.959 0.216 -1.465  C5 1.484, H14 1.112, H15 1.062, H16 1.060
7 H 1.469 1.313 -0.433  C1 1.144
8 H 2.190 0.884 1.175  C1 1.082
9 H 2.587 -0.231 -0.349  C1 1.148
10 H 0.940 -1.422 0.832  N2 1.126
11 H -0.830 0.815 1.957  C3 1.026
12 H -0.892 -2.156 1.113  C4 1.098
13 H -2.302 -1.171 0.772  C4 1.031
14 H -1.989 0.580 -1.252  C6 1.112
15 H -0.916 -0.671 -2.047  C6 1.062
16 H -0.309 0.962 -1.845  C6 1.060

Atom charges from the Mulliken analysis, given in e for atoms 1 to 2: number 1, C, carries -0.70; number 2, N, carries -0.16

---

Model 2:
An isolated ion of composition C5H10N and charge +1, computed with ωB97M-V/def2-TZVPD.

## Properties
Charge   +1
Spin multiplicity   1
SMILES string   CC1=C[N+]1(C)C
LUMO level   -3.713 eV

Each atom is followed by the atoms it is bonded to, with distances in Å.
Atoms and positions in Å:
1 C 2.198 0.061 0.489  C2 1.452, H7 1.004, H8 1.059, H9 1.203
2 C 1.067 0.138 -0.418  C1 1.452, C3 1.299, N4 1.473
3 C 0.398 0.071 -1.529  C2 1.299, N4 1.465, H10 1.034
4 N -0.393 -0.029 -0.300  C2 1.473, C3 1.465, C5 1.506, C6 1.476
5 C -1.297 -1.173 0.074  N4 1.506, H11 1.042, H12 1.010, H13 1.125
6 C -1.081 1.167 0.225  N4 1.476, H14 1.145, H15 0.999, H16 1.189
7 H 2.012 0.708 1.235  C1 1.004
8 H 3.059 0.101 -0.126  C1 1.059
9 H 2.341 -1.007 1.022  C1 1.203
10 H 0.137 0.296 -2.504  C3 1.034
11 H -1.267 -1.270 1.111  C5 1.042
12 H -2.258 -1.106 -0.231  C5 1.010
13 H -0.917 -2.218 -0.094  C5 1.125
14 H -0.981 1.087 1.363  C6 1.145
15 H -0.773 1.952 -0.310  C6 0.999
16 H -2.245 1.221 -0.008  C6 1.189

Atom charges from the Mulliken analysis, given in e for atoms 1 to 2: number 1, C, carries -1.16; number 2, C, carries 0.54

---

Model 3:
A 2-piece molecular cluster, C5H10N overall, computed with ωB97M-V/def2-TZVPD.

## Properties
Charge   +1
Spin multiplicity   1
LUMO level   -8.603 eV

Each atom is followed by the atoms it is bonded to, with distances in Å.
Atoms and positions in Å:
1 C -3.751 -0.618 0.552  C2 1.331, H7 1.089, H8 1.052
2 C -2.523 -1.070 0.797  C1 1.331, H10 1.106, H11 1.056
3 C 1.981 1.142 -0.725  C4 1.370, N6 1.432, H9 1.132
4 C 3.155 1.841 -0.630  C3 1.370, H12 1.086, H13 1.091
5 C 0.309 -0.539 0.048  N6 1.623, H14 1.120, H15 1.042
6 N 1.839 -0.247 -0.407  C3 1.432, C5 1.623, H16 1.000
7 H -3.830 0.351 0.060  C1 1.089
8 H -4.641 -1.089 0.855  C1 1.052
9 H 0.955 1.601 -0.865  C3 1.132
10 H -1.679 -0.470 0.408  C2 1.106
11 H -2.317 -1.892 1.427  C2 1.056
12 H 3.391 2.855 -0.939  C4 1.086
13 H 3.957 1.131 -0.836  C4 1.091
14 H 0.014 -1.275 -0.743  C5 1.120
15 H 0.551 -0.995 0.954  C5 1.042
16 H 2.591 -0.726 0.045  N6 1.000

Atom charges from the Mulliken analysis, given in e for atoms 1 to 2: number 1, C, carries -0.53; number 2, C, carries -0.17

---

Least stable: model 3